No. 1
Below is a 2-piece molecular cluster, C2H6N2S2 overall, with properties calculated with ωB97M-V/def2-TZVPD.

For the HOMO-LUMO gap, the calculation gives 10.08 eV. Its SMILES is C=NS.C=NS. The calculation puts the HOMO energy at -9.27 eV.

```
! wB97M-V def2-TZVPD RIJCOSX def2/J DEFGRID3
* xyz 0 1
S 3.33130 -0.07323 -0.68658
S -2.49975 -1.10416 -0.49655
N 2.30020 -0.92013 0.39040
N -2.61360 0.55592 -0.08020
C 1.25635 -0.30522 0.77159
C -1.56685 1.25289 -0.24944
H -0.61954 0.87611 -0.62903
H -3.75763 -1.39952 -0.16357
H 0.97404 0.70503 0.46905
H 0.58939 -0.82988 1.45661
H -1.62116 2.30704 0.01156
H 4.22725 -1.06483 -0.79384
*
```



No. 2
Below is the molecule C2H6N2S3 in a non-equilibrium geometry, with properties calculated with ωB97M-V/def2-TZVPD.

For the HOMO-LUMO gap, the calculation gives 8.00 eV. The calculation puts the HOMO energy at -8.34 eV.

```
! wB97M-V def2-TZVPD RIJCOSX def2/J DEFGRID3
* xyz 0 1
S 3.33269 -0.49104 -0.31391
S -1.58393 -0.86550 0.03367
S -3.50137 -0.19123 -0.16938
N 0.74556 -1.60221 0.18179
N 1.27613 -0.59887 0.16032
C 0.70964 0.80998 0.14997
C -0.68546 0.70661 -0.42796
H 0.80285 1.17291 1.23249
H -4.04740 -0.99632 0.83929
H 3.59350 -1.63661 0.25438
H -1.23942 1.54767 0.06191
H 1.34330 1.43736 -0.57414
H -0.74610 0.70726 -1.42843
*
```



No. 3
Below is the molecule C2H6N2Si in a non-equilibrium geometry, with properties calculated with ωB97M-V/def2-TZVPD.

For the HOMO-LUMO gap, the calculation gives 9.25 eV. The calculation puts the HOMO energy at -8.76 eV.

```
! wB97M-V def2-TZVPD RIJCOSX def2/J DEFGRID3
* xyz 0 1
Si -0.43936 -1.28870 -0.10201
N 1.28883 -1.07010 0.08291
N 1.70391 0.05919 0.04229
C -1.06840 0.51223 0.02454
C 1.68173 1.26450 -0.02558
H -0.26958 1.09710 -0.37603
H -1.23150 -1.87299 -1.29189
H -0.69467 -2.27381 1.13211
H 2.23067 2.19237 0.05246
H -1.12996 0.76905 1.05398
H -2.07168 0.61118 -0.59277
*
```



No. 4
Below is the molecule C2H6N2Si in a non-equilibrium geometry, with properties calculated with ωB97M-V/def2-TZVPD.

For the HOMO-LUMO gap, the calculation gives 9.09 eV. Its SMILES is N[Si]1(N)C=C1. The calculation puts the HOMO energy at -8.38 eV.

```
! wB97M-V def2-TZVPD RIJCOSX def2/J DEFGRID3
* xyz 0 1
Si 0.08027 0.02681 0.00634
N 0.19650 0.89512 1.53172
N 1.16333 -1.30108 0.28099
C -1.54296 0.06141 -0.92959
C -0.53463 0.62957 -1.63643
H 0.87044 0.53253 2.29127
H 1.45935 -2.06783 -0.31371
H -2.65604 -0.28248 -1.24601
H 1.91331 -0.91909 0.92412
H -0.47608 1.59750 1.77360
H -0.47350 0.82752 -2.68232
*
```



No. 5
Below is an isolated ion of composition C2H6N3 and charge +1 in a non-equilibrium geometry, with properties calculated with ωB97M-V/def2-TZVPD.

For the HOMO-LUMO gap (spin up / spin down), the calculation gives 6.96 / 7.22 eV. The calculation puts the HOMO energy (spin up / spin down) at -12.50 / -15.02 eV. The expectation value of S² is 2.01.

```
! wB97M-V def2-TZVPD RIJCOSX def2/J DEFGRID3
* xyz 1 3
N -1.93635 0.46915 -0.27103
N 0.40329 0.38869 0.13627
N 1.15590 1.38118 -0.04654
C -0.92574 0.40480 0.48589
C 0.90807 -0.94408 0.17582
H 2.14840 1.30530 0.07798
H 0.90720 -1.29643 -0.90154
H 0.16058 -1.66135 0.83369
H -2.89426 0.39624 0.21884
H -1.90473 0.41242 -1.33582
H 1.97766 -0.85591 0.62645
*
```



No. 6
Below is a 2-piece molecular cluster, C2H6N3O overall in a non-equilibrium geometry, with properties calculated with ωB97M-V/def2-TZVPD.

For the HOMO-LUMO gap (spin up / spin down), the calculation gives 10.41 / 10.41 eV. The calculation puts the HOMO energy (spin up / spin down) at -14.90 / -14.90 eV.

```
! wB97M-V def2-TZVPD RIJCOSX def2/J DEFGRID3
* xyz 1 1
O 1.60391 -0.06997 1.27691
N -0.92689 0.04172 -1.65111
N -0.26936 0.96728 0.91892
N 0.69424 -0.98822 0.90887
C -0.44616 -0.33725 0.62360
C 0.97990 1.06880 1.18639
H -0.07489 -0.07529 -2.22777
H 1.48751 2.06668 1.38107
H -1.26876 0.90029 -2.10506
H -1.35306 -0.90123 0.50682
H -1.47499 -0.74941 -1.87995
H 1.04854 -1.92339 1.06131
*
```



No. 7
Below is a 2-piece molecular cluster, C2H6N3O overall in a non-equilibrium geometry, with properties calculated with ωB97M-V/def2-TZVPD.

For the HOMO-LUMO gap, the calculation gives 11.73 eV. The calculation puts the HOMO energy at -15.29 eV.

```
! wB97M-V def2-TZVPD RIJCOSX def2/J DEFGRID3
* xyz 1 1
O -1.28959 0.29186 -0.27165
N 1.22842 1.10054 0.01367
N 1.34411 -1.24021 -0.00313
N -3.55765 0.03610 0.27951
C -2.44042 0.17761 0.02262
C 1.87519 -0.03949 0.09317
H 0.28922 -1.22874 -0.24231
H -4.37308 -0.35692 0.63677
H 1.89914 1.86847 0.07491
H 1.76974 -2.07544 -0.32371
H 2.96057 0.15108 0.26533
H 0.29433 1.31513 -0.54519
*
```



No. 8
Below is C2H6N3O2 as an isolated structure in a non-equilibrium geometry, with properties calculated with ωB97M-V/def2-TZVPD.

For the HOMO-LUMO gap, the calculation gives 11.24 eV. The calculation puts the HOMO energy at -14.56 eV.

```
! wB97M-V def2-TZVPD RIJCOSX def2/J DEFGRID3
* xyz 1 1
O -2.43315 -0.60113 -0.34215
O -1.17841 1.13098 0.03996
N 2.22260 -0.13669 -0.21391
N 0.22304 1.23597 0.03098
N 0.02403 -0.93482 0.20187
C -1.60857 -0.05334 0.47455
C 0.91452 0.01796 0.05703
H -2.34916 -0.24172 -1.20905
H 0.53863 2.16140 -0.04828
H 2.82696 -1.00017 0.05270
H -1.86346 -0.25262 1.45254
H 2.72754 0.57323 -0.69726
H -0.04457 -1.89904 0.20101
*
```



In the order shown, the computed energy above the lowest of the compared OMol25 structures with the same formula, charge and spin values come out to 2.346; 2.822; 3.035; 0.076; 3.292; 3.322; 0.686; 1.818 eV.